No. 1
DFT (ωB97M-V/def2-TZVPD) results for a 2-piece molecular cluster, C6H10N2O overall at a distorted geometry.

Properties
Structure (SMILES) ... C#C/C(C)=C(/C)O.[H]/N=N\[H]
Frontier orbital gap ... 8.81 eV
Energy relative to the best compared isomer or geometry (same formula, charge and spin) ... 514.1 kJ/mol
HOMO level ... -8.031 eV
LUMO level ... 0.7838 eV

Each line ends with the natural charge from an NBO analysis.
Atoms and positions in Å:
1 C 1.90 2.27 0.91  -0.27
2 C 1.36 1.19 0.62  -0.04
3 H 2.57 3.06 1.16  0.24
4 C 0.85 -0.02 0.11  -0.25
5 N -2.14 0.69 -0.88  -0.30
6 C 0.23 -0.90 0.95  0.42
7 H -2.87 2.50 -0.81  0.27
8 H -1.31 -1.96 -0.02  0.24
9 H 0.65 0.04 2.48  0.49
10 H 0.38 -2.53 -0.26  0.22
11 C 0.99 -0.27 -1.37  -0.61
12 H 1.72 0.45 -1.73  0.23
13 N -2.87 1.51 -0.35  -0.25
14 H 1.22 -1.31 -1.40  0.22
15 H -0.05 -0.11 -1.72  0.20
16 C -0.37 -2.18 0.42  -0.68
17 H -0.63 -2.65 1.29  0.24
18 O 0.07 -0.69 2.32  -0.66
19 H -1.71 0.91 -1.72  0.29



No. 2
DFT (ωB97M-V/def2-TZVPD) results for C9H8IrN2O4 as an isolated structure at a distorted geometry.

Properties
2S+1 ... 5
Frontier orbital gap (alpha / beta) ... 5.01 / 5.67 eV
Energy relative to the best compared isomer or geometry (same formula, charge and spin) ... 0.0 kJ/mol
Charge ... +3
HOMO level (alpha / beta) ... -16.534 / -21.519 eV
LUMO level (alpha / beta) ... -11.5188 / -15.8480 eV
<S²> ... 6.02

Each line ends with the natural charge from an NBO analysis.
Atoms and positions in Å:
1 H -1.91 0.23 2.67  0.30
2 H 1.28 -0.11 -3.93  0.25
3 H -1.76 -2.27 3.13  0.50
4 C 0.30 -0.57 -3.74  0.03
5 C 0.15 2.87 2.10  0.49
6 C 0.23 -1.72 -3.04  -0.01
7 H 1.23 -1.38 0.32  0.26
8 C -1.68 1.48 -0.01  0.41
9 O 0.15 3.54 3.05  -0.30
10 O 0.74 3.85 -1.66  -0.31
11 H -0.74 -2.16 -2.76  0.24
12 C -1.18 -0.45 2.22  0.42
13 O 3.16 0.75 0.14  -0.34
14 C 0.45 -1.33 1.05  0.12
15 C -0.08 -2.34 1.79  0.21
16 H 0.21 -3.38 1.86  0.30
17 O -2.63 1.10 -0.55  -0.37
18 C 2.12 1.20 0.39  0.41
19 Ir 0.23 1.76 0.55  0.39
20 N -1.10 -1.77 2.52  -0.50
21 C 0.51 3.18 -0.74  0.53
22 H 1.14 -2.29 -2.79  0.24
23 N -0.20 -0.17 1.37  -0.54
24 H -0.63 -0.01 -3.91  0.25



No. 3
DFT (ωB97M-V/def2-TZVPD) results for C42H58N2P3PdSi as an isolated structure at a distorted geometry.

Properties
2S+1 ... 5
Frontier orbital gap (alpha / beta) ... 7.07 / 5.90 eV
Charge ... +3
HOMO level (alpha / beta) ... -15.070 / -16.761 eV
LUMO level (alpha / beta) ... -7.9982 / -10.8631 eV
<S²> ... 6.01

Each line ends with the natural charge from an NBO analysis.
Atoms and positions in Å:
1 C 2.10 -1.57 3.38  -0.53
2 C -0.80 -1.70 2.94  -0.40
3 C -2.20 2.70 2.18  -0.52
4 C -0.11 -2.59 -1.25  -0.51
5 C 0.49 -4.90 -1.71  -0.16
6 C 0.16 -3.89 -0.81  -0.19
7 H 0.20 5.10 -0.74  0.25
8 H -3.51 4.17 2.98  0.26
9 C -1.44 -0.40 -4.56  -0.53
10 C -1.71 -1.63 -5.42  -0.62
11 H 2.95 -0.47 -5.60  0.26
12 H 1.52 1.92 -3.99  0.23
13 H -1.34 3.05 2.76  0.24
14 P 0.56 -0.54 3.22  1.14
15 C 0.62 -4.61 -3.06  -0.11
16 H 0.58 -3.10 -4.56  0.23
17 C -2.58 0.88 -0.22  -0.39
18 H 0.36 2.32 3.85  0.20
19 H 1.93 1.77 4.46  0.21
20 H -5.74 0.94 -1.46  0.24
21 H 0.71 2.35 5.59  0.25
22 C -1.43 -2.27 4.06  -0.19
23 C -3.85 1.35 -0.52  -0.22
24 H 1.99 -0.30 6.04  0.22
25 C 3.18 2.21 0.92  0.06
26 H 1.96 1.30 -2.39  0.20
27 C -2.18 -0.41 -0.63  -0.48
28 H 3.15 1.31 -3.71  0.25
29 C 4.46 0.32 -0.59  -0.15
30 C 2.09 1.16 -3.46  -0.62
31 Si -0.59 -1.26 0.02  1.21
32 C -4.75 0.56 -1.23  -0.12
33 C -4.37 -0.71 -1.65  -0.18
34 H -0.78 1.68 -4.84  0.21
35 C -1.19 3.44 -0.55  -0.52
36 H -4.02 3.63 1.40  0.22
37 P -0.07 -0.63 -3.32  1.43
38 C 4.54 2.37 0.68  -0.18
39 H 0.04 4.51 0.92  0.22
40 C 0.08 4.20 -0.13  -0.61
41 C 3.12 0.24 -0.29  0.02
42 H -5.06 -1.32 -2.20  0.25
43 C -1.20 -2.08 1.64  -0.51
44 H 1.47 0.39 -5.98  0.23
45 H 4.22 -1.35 3.61  0.25
46 C -2.19 -3.05 1.51  -0.13
47 C 0.86 1.79 4.66  -0.60
48 C 3.36 -0.71 3.46  -0.61
49 C 1.67 -0.25 -3.91  -0.53
50 H -0.43 2.15 -2.13  0.19
51 H -2.20 1.21 -5.76  0.26
52 C -2.86 1.54 2.94  -0.61
53 H 1.46 -1.37 -5.78  0.22
54 H 0.59 -1.37 6.15  0.22
55 Pd 0.49 0.65 1.11  0.58
56 H -1.91 -2.53 -4.84  0.23
57 H -2.52 -3.36 0.52  0.21
58 C 1.87 -0.44 -5.41  -0.62
59 N 2.49 1.17 0.44  -0.49
60 H 0.96 3.57 -0.28  0.20
61 H 1.95 -2.10 4.32  0.26
62 H -2.11 2.66 -2.36  0.23
63 H -0.78 0.42 4.94  0.25
64 C 0.04 -2.31 -2.62  -0.42
65 H -1.15 -1.96 5.06  0.23
66 C -1.23 0.86 -5.40  -0.62
67 P -1.43 2.03 0.63  1.11
68 H 0.66 -5.91 -1.35  0.25
69 H 4.94 -0.45 -1.18  0.26
70 H -2.86 -3.68 4.77  0.25
71 C 0.30 0.37 4.82  -0.53
72 H 3.33 0.00 4.28  0.22
73 H -2.05 4.09 -0.41  0.26
74 H -2.83 -2.18 -1.66  0.23
75 C 5.19 1.40 -0.08  -0.06
76 C 6.60 1.50 -0.34  0.19
77 H 3.51 -0.17 2.52  0.19
78 C 0.90 -0.33 6.04  -0.62
79 H 3.06 -3.23 2.40  0.25
80 H 2.25 -0.99 -3.37  0.24
81 H -3.10 1.85 3.95  0.25
82 C -1.13 2.98 -2.00  -0.60
83 C -2.40 -3.24 3.90  -0.16
84 H 1.31 -3.23 2.19  0.22
85 H -3.55 -4.39 2.50  0.25
86 H -0.80 3.81 -2.62  0.25
87 H -2.30 -0.24 -3.91  0.26
88 H -2.61 -1.42 -6.01  0.26
89 H 2.52 -0.59 -0.65  0.22
90 H 2.64 2.94 1.50  0.23
91 H 0.08 -4.13 0.24  0.23
92 C -2.78 -3.63 2.63  -0.17
93 H 0.57 0.20 6.94  0.26
94 H 5.07 3.21 1.08  0.27
95 N 7.73 1.58 -0.55  -0.13
96 H 0.88 -5.39 -3.76  0.24
97 H 2.32 -2.09 1.27  0.19
98 C 0.42 -3.32 -3.51  -0.21
99 H -4.17 2.33 -0.20  0.23
100 H -3.78 1.23 2.45  0.23
101 H -0.62 0.65 -6.28  0.23
102 C -3.15 3.88 2.00  -0.62
103 H -2.20 0.67 2.99  0.20
104 H -0.90 -1.82 -6.12  0.22
105 H -2.65 4.75 1.58  0.23
106 C 2.19 -2.59 2.24  -0.60
107 C -3.10 -1.18 -1.35  -0.23



No. 4
DFT (ωB97M-V/def2-TZVPD) results for C48H66ClN3NaO2P3S as an isolated structure at a distorted geometry.

Properties
Frontier orbital gap ... 7.54 eV
Energy relative to the best compared isomer or geometry (same formula, charge and spin) ... 0.0 kJ/mol
HOMO level ... -7.343 eV
LUMO level ... 0.2001 eV

Each line ends with the Löwdin charge.
Atoms and positions in Å:
1 C -2.38 2.67 -4.35  -0.08
2 H -2.89 -7.08 0.81  0.06
3 H 2.95 6.56 2.55  0.11
4 C -2.99 -4.40 2.17  -0.15
5 N 0.84 3.24 -0.65  -0.53
6 C -4.46 -6.38 2.69  -0.04
7 H 1.99 5.32 -2.34  0.07
8 N -2.90 -1.74 1.25  0.13
9 C 3.05 1.62 0.33  -0.35
10 P 2.12 -0.55 3.40  0.81
11 H -3.95 2.89 1.48  0.04
12 C 2.40 5.16 4.07  -0.08
13 C 1.68 3.44 1.98  -0.37
14 H -0.68 -2.11 -6.23  0.07
15 O -1.71 0.33 -0.76  -0.13
16 H -0.39 4.95 -1.14  0.09
17 C -3.03 -5.84 2.60  -0.59
18 H -0.86 5.39 -5.92  0.11
19 C -3.37 -2.42 -0.99  -0.21
20 H 1.11 4.61 -4.39  0.10
21 C -0.72 -3.84 -4.21  -0.05
22 H -0.30 -4.15 -3.22  0.09
23 H 4.36 6.23 -2.31  0.10
24 C 3.67 2.54 -3.14  -0.10
25 C 2.16 -2.38 3.58  -0.30
26 H 2.57 -0.69 5.82  0.08
27 C -1.28 -2.41 -4.18  -0.54
28 H -0.57 -0.34 -3.75  0.08
29 C -3.20 -4.03 0.86  0.04
30 H 4.49 -1.08 -1.19  0.11
31 C -4.55 -1.22 -2.50  -0.14
32 C -0.20 -1.38 -3.82  -0.05
33 H 0.87 -0.28 5.50  0.00
34 C 4.38 -0.11 -0.70  -0.07
35 N -4.47 -1.62 -1.23  0.13
36 C 4.18 2.45 0.38  -0.09
37 C 2.22 4.74 1.74  -0.10
38 H -1.49 1.65 -2.66  0.06
39 H 1.13 -2.69 3.83  0.03
40 H -4.02 1.06 1.52  0.05
41 H 3.58 1.47 -3.10  0.09
42 C 5.50 0.78 -0.73  -0.08
43 H 2.84 -2.65 4.48  0.07
44 H -2.51 -3.54 4.10  0.10
45 H 0.16 -1.49 -2.80  0.00
46 C 4.96 3.06 -3.13  -0.12
47 H -0.26 4.48 0.61  0.05
48 H 0.62 -1.41 -4.48  0.07
49 H 0.65 -5.18 1.58  0.02
50 Na -0.35 -0.13 1.27  -0.14
51 C -2.66 2.07 4.03  -0.36
52 H -3.82 -1.01 -4.46  0.12
53 H -1.55 -3.31 -1.64  0.08
54 C 1.84 -0.04 5.16  -0.29
55 C 4.07 5.20 -2.56  -0.06
56 C 0.11 4.13 -4.41  -0.10
57 H -4.40 -7.49 2.82  0.10
58 C 3.16 0.35 -0.24  -0.16
59 H 4.05 1.00 3.31  0.05
60 H -1.20 -0.28 -1.28  -0.05
61 S -1.95 2.02 2.36  0.78
62 H 2.56 4.89 0.66  0.12
63 H 6.33 2.60 0.02  0.11
64 P 1.32 2.22 0.69  1.01
65 H -5.05 -6.24 1.75  0.09
66 H -2.30 -2.77 -6.13  0.09
67 H -3.35 -4.76 0.08  0.13
68 H -1.63 -5.89 1.05  0.07
69 C -2.30 -6.61 1.53  -0.05
70 H 4.47 -0.50 4.29  0.05
71 C 3.91 -0.12 3.39  -0.31
72 H 1.65 3.53 5.38  0.10
73 C -0.93 4.47 -5.28  -0.08
74 H -2.87 3.93 -6.04  0.08
75 C 5.41 2.02 -0.09  -0.11
76 C -3.08 -2.71 0.42  -0.27
77 H -1.33 3.61 -0.36  0.09
78 H -5.33 -0.57 -2.77  0.09
79 H -2.73 -5.51 4.79  0.09
80 H -2.47 -1.21 3.24  0.11
81 C 1.31 3.09 3.31  -0.12
82 H -1.59 -4.47 -4.44  0.09
83 O 0.30 -4.34 1.84  -0.10
84 C -3.42 1.97 1.37  -0.40
85 H 4.16 3.44 0.86  0.10
86 H -3.05 1.80 0.35  0.01
87 H -3.18 2.98 4.31  0.05
88 H -3.27 1.22 4.16  0.02
89 H 1.96 0.99 5.29  -0.02
90 C -2.37 -6.06 3.92  -0.06
91 H 2.69 5.87 4.82  0.09
92 H -2.33 -7.14 4.10  0.09
93 C -1.43 2.47 -3.39  -0.12
94 H 6.19 4.74 -2.75  0.11
95 C -2.39 -2.73 -1.96  0.00
96 C 2.77 4.67 -2.49  -0.10
97 H -1.34 -5.75 3.72  0.09
98 C 1.78 3.90 4.35  -0.06
99 C 2.58 3.29 -2.72  -0.38
100 C -0.20 3.21 -3.44  -0.33
101 H 0.68 2.23 3.50  0.05
102 H 2.47 -2.92 2.72  0.01
103 H 2.25 -0.22 -0.43  0.01
104 H 6.46 0.45 -1.18  0.11
105 C 5.15 4.35 -2.82  -0.12
106 C -1.59 -2.10 -5.67  -0.06
107 H 4.34 -0.58 2.49  0.03
108 Cl 0.37 -1.90 -0.32  0.10
109 H -1.87 -1.02 -5.72  0.09
110 H -1.71 -7.46 1.93  0.10
111 C -2.13 3.73 -5.29  -0.07
112 C -2.43 -2.23 -3.25  -0.17
113 P 1.03 2.51 -2.20  1.03
114 C 2.55 5.59 2.80  -0.10
115 H 5.80 2.33 -3.25  0.12
116 C -2.67 -2.06 2.56  -0.10
117 H -3.28 2.07 -4.38  0.09
118 C -3.56 -1.45 -3.48  0.00
119 H -2.55 -0.14 -0.61  0.03
120 H 0.10 -4.00 -4.94  0.10
121 C -0.28 4.11 -0.41  -0.20
122 H 0.49 -3.72 1.08  -0.06
123 H -1.91 2.01 4.74  0.00
124 C -2.74 -3.33 3.08  0.01
125 H -5.04 -5.87 3.47  0.09



No. 5
DFT (ωB97M-V/def2-TZVPD) results for C14H28AsFN4O3P2S4Ti as an isolated structure at a distorted geometry.

Properties
Frontier orbital gap (alpha / beta) ... 5.21 / 5.21 eV
Energy relative to the best compared isomer or geometry (same formula, charge and spin) ... 76.1 kJ/mol
Charge ... -2
HOMO level (alpha / beta) ... -0.720 / -0.719 eV
LUMO level (alpha / beta) ... 4.4933 / 4.4933 eV

Each line ends with the natural charge from an NBO analysis.
Atoms and positions in Å:
1 H -3.38 2.83 1.91  0.17
2 H -1.82 2.57 2.71  0.21
3 C -2.32 2.58 1.74  -0.40
4 C -2.76 -4.05 0.03  0.37
5 As 3.05 -2.27 0.73  0.73
6 H -3.90 -2.85 -1.32  0.21
7 H 0.55 -0.55 4.31  0.21
8 C -1.52 -4.50 0.44  -0.28
9 C -0.49 -3.11 -1.26  -0.19
10 H 2.76 -0.21 -3.69  0.19
11 H 1.16 4.34 -0.53  0.16
12 C 2.74 0.88 -3.59  -0.42
13 S 0.96 -2.42 -2.02  -0.19
14 H -2.30 2.05 -0.88  0.17
15 C 0.34 0.85 -3.90  -0.41
16 H -2.64 -1.22 2.61  0.22
17 H 2.61 4.62 -1.52  0.17
18 C 1.78 3.93 -1.34  -0.41
19 P 1.22 1.33 -1.40  1.47
20 C -0.02 0.35 4.06  -0.40
21 H -3.82 1.40 -0.23  0.17
22 C -1.77 -2.71 -1.67  -0.19
23 H 1.18 3.88 -2.25  0.20
24 H -1.87 3.38 1.13  0.17
25 N -2.20 1.29 1.10  -0.80
26 C -2.91 -3.18 -1.03  -0.30
27 H 2.95 1.32 -4.58  0.16
28 H 3.90 3.17 0.22  0.17
29 H -0.48 0.75 4.97  0.16
30 H -1.44 -5.18 1.28  0.22
31 S 1.32 -2.06 2.12  -0.62
32 H 3.53 1.18 -2.91  0.23
33 S 4.74 -1.16 1.43  -0.80
34 N 1.45 1.35 -3.10  -0.77
35 C -0.39 -4.04 -0.23  -0.19
36 C 2.97 2.59 0.28  -0.41
37 P -0.82 0.40 1.47  2.48
38 H 0.37 1.30 -4.90  0.16
39 H -2.47 -0.83 4.33  0.17
40 Ti 0.96 -1.03 -0.01  1.12
41 C -1.92 -1.04 3.41  -0.40
42 O -0.94 -0.82 0.54  -1.14
43 H -0.60 1.14 -3.42  0.20
44 H -1.33 -1.96 3.55  0.20
45 N 2.31 2.61 -1.02  -0.76
46 S 3.46 -4.34 0.37  -0.82
47 H -1.86 -2.00 -2.48  0.21
48 H 2.34 3.03 1.07  0.17
49 O 2.13 0.11 -0.86  -1.07
50 C -2.73 1.26 -0.25  -0.40
51 N -1.06 0.08 3.08  -0.82
52 H 3.23 1.57 0.57  0.27
53 H -2.51 0.30 -0.71  0.24
54 F -3.87 -4.50 0.68  -0.36
55 H 0.36 -0.23 -4.00  0.19
56 H 0.60 -4.39 0.06  0.28
57 O 0.47 1.13 1.27  -1.12
58 H 0.68 1.08 3.66  0.24



No. 6
DFT (ωB97M-V/def2-TZVPD) results for C38H54N7OPbSSeSi3Te as an isolated structure at a distorted geometry.

Properties
Frontier orbital gap ... 5.87 eV
Energy relative to the best compared isomer or geometry (same formula, charge and spin) ... 212.4 kJ/mol
Charge ... +1
HOMO level ... -9.548 eV
LUMO level ... -3.6736 eV

Each line ends with the Löwdin charge.
Atoms and positions in Å:
1 C 2.39 5.14 -1.58  -0.05
2 C 2.39 3.58 -3.41  -0.04
3 C 1.09 -3.20 2.57  -0.20
4 H 4.07 0.07 -2.62  0.10
5 H -1.68 2.27 -2.81  0.04
6 H -0.68 -3.75 -3.19  -0.02
7 H 3.66 6.86 -1.82  0.11
8 H 3.63 4.08 -5.07  0.10
9 H -2.65 3.07 1.30  0.11
10 C -0.27 3.78 -0.83  -0.22
11 C -0.68 5.04 -1.28  0.00
12 H 3.55 3.67 0.86  0.10
13 C 0.96 3.12 -1.37  -0.20
14 H 0.90 -0.42 6.23  0.09
15 C 2.57 0.10 -1.26  -0.82
16 H 5.59 5.05 1.22  0.10
17 C -3.61 -1.86 3.98  -0.06
18 H 1.36 -3.59 3.55  0.05
19 H 1.29 -3.62 -0.76  0.01
20 H 1.70 -6.76 0.79  0.04
21 H -4.55 -2.38 3.83  0.11
22 H -1.85 -1.85 -5.23  0.03
23 C -1.75 -1.22 5.32  -0.01
24 H -2.89 -6.87 -1.60  0.03
25 H -0.22 1.51 -3.44  0.01
26 Si 0.60 -4.62 1.45  0.40
27 H 2.07 -6.32 2.46  0.04
28 O 1.61 2.42 1.49  -0.19
29 H 1.27 1.26 5.82  0.06
30 H -3.55 -1.00 2.01  0.10
31 H 5.40 4.20 5.41  0.10
32 H -3.32 -2.50 6.01  0.11
33 C -4.13 -3.38 -3.18  -0.18
34 N 1.66 1.65 3.69  0.04
35 H 4.45 6.19 -4.06  0.11
36 H -4.50 -6.16 -1.40  0.04
37 C 2.12 2.35 2.66  -0.44
38 H -1.19 2.58 -4.49  0.06
39 H -3.92 -6.60 -3.01  0.04
40 C 3.30 5.94 -2.27  -0.07
41 C 1.94 -5.92 1.45  -0.17
42 C -0.01 0.32 4.42  -0.26
43 H -0.09 5.57 -2.02  0.12
44 H -0.06 -4.78 -1.01  0.01
45 C -2.66 -3.69 -0.57  -0.51
46 N -1.01 3.11 0.06  -0.01
47 H -2.59 -4.48 0.19  -0.01
48 C 3.96 3.80 1.85  -0.02
49 H -3.55 -3.10 -0.33  0.02
50 H -0.77 -5.52 -3.10  0.03
51 N 2.20 1.27 -1.70  0.01
52 C -1.83 5.60 -0.76  -0.04
53 C -1.24 1.82 -3.70  -0.21
54 Te -1.00 -2.41 -0.10  1.12
55 C -2.93 -1.92 5.18  -0.05
56 H -0.39 -0.85 -5.28  0.05
57 H -1.43 -6.10 1.49  0.04
58 N -1.89 -0.47 3.08  0.06
59 H 1.95 -2.64 2.19  0.00
60 H -0.81 -5.76 3.11  0.04
61 H -1.71 -0.55 -6.44  0.05
62 Se -1.16 -1.06 -2.11  0.16
63 N 1.12 1.86 -1.14  -0.05
64 C -3.05 -1.11 2.96  -0.16
65 C -1.47 -0.84 -5.41  -0.20
66 C 5.10 4.57 2.06  -0.08
67 H -1.21 -1.24 6.26  0.11
68 C 3.87 3.30 4.21  -0.03
69 H 2.90 -5.50 1.13  0.04
70 H -4.38 -0.55 -3.45  0.01
71 N 0.58 0.88 3.40  -0.05
72 H -4.18 -3.62 -4.24  0.04
73 H -1.61 -4.66 -4.38  0.04
74 C 0.36 -4.01 -0.36  -0.49
75 C -4.00 0.39 -3.85  -0.18
76 H -1.77 -4.54 2.28  0.02
77 C -1.24 -0.48 4.25  -0.25
78 H 3.39 2.78 5.03  0.10
79 N 3.60 -0.48 -1.92  0.08
80 Si -2.90 -4.47 -2.29  0.43
81 C 1.92 3.96 -2.15  -0.18
82 C 0.49 0.51 5.83  -0.03
83 H 0.28 -2.48 2.72  0.00
84 H -0.32 0.84 6.48  0.09
85 Pb -0.02 0.86 0.90  1.10
86 H -2.16 6.58 -1.11  0.12
87 C 3.34 3.16 2.92  -0.14
88 H -3.46 5.33 0.63  0.11
89 C -1.34 -4.61 -3.33  -0.19
90 H -3.80 -2.34 -3.08  -0.04
91 H -5.13 -3.47 -2.76  0.04
92 C -3.62 -6.18 -2.04  -0.18
93 C 4.99 4.09 4.41  -0.08
94 C 3.74 5.57 -3.53  -0.08
95 H -4.56 0.61 -4.77  0.05
96 H 2.06 5.42 -0.59  0.12
97 H 2.04 2.66 -3.85  0.10
98 H -4.22 1.18 -3.12  0.05
99 C -2.11 3.66 0.56  -0.13
100 Si -2.19 0.32 -4.17  0.54
101 C -1.00 -5.31 2.13  -0.18
102 C 3.28 4.39 -4.09  -0.07
103 S 1.94 -0.84 0.08  0.48
104 H 6.48 5.34 3.51  0.10
105 C 5.60 4.73 3.34  -0.09
106 C -2.56 4.91 0.19  -0.04
107 H 4.08 -1.25 -1.49  0.08